(1)
{
  "formula": "C22H35NO3P2SSn",
  "method": "the ωB97M-V functional and the def2-TZVPD basis",
  "e_homo_ev": -13.562,
  "homo_lumo_gap_ev": 6.9,
  "lumo_energy_ev": -6.65,
  "total_charge": 2,
  "species": ["P", "P", "C", "C", "H", "H", "H", "H", "C", "H", "H", "H", "C", "H", "H", "H", "C", "H", "H", "H", "C", "H", "H", "H", "Sn", "C", "C", "C", "C", "C", "C", "C", "C", "C", "H", "H", "H", "H", "H", "H", "H", "H", "H", "H", "H", "H", "H", "H", "H", "O", "C", "N", "S", "O", "O", "C", "C", "C", "C", "C", "C", "H", "H", "H", "H"],
  "xyz": [[-0.040, 3.424, 0.605], [0.880, -0.615, 1.905], [-0.619, 1.771, 1.149], [0.363, 1.180, 2.184], [-0.754, 1.115, 0.268], [-1.598, 1.879, 1.670], [1.289, 1.765, 2.277], [-0.106, 1.213, 3.184], [-0.506, -1.794, 1.694], [-0.312, -2.630, 2.381], [-0.616, -2.192, 0.680], [-1.421, -1.276, 2.021], [1.153, -0.917, 3.677], [0.258, -1.468, 3.987], [1.226, 0.051, 4.173], [2.040, -1.503, 3.883], [-0.295, 3.302, -1.198], [0.564, 3.841, -1.627], [-1.181, 3.856, -1.503], [-0.313, 2.298, -1.629], [-1.407, 4.620, 1.058], [-1.418, 4.818, 2.145], [-2.400, 4.258, 0.739], [-1.180, 5.573, 0.546], [-1.728, -0.213, -2.383], [-2.876, -0.958, -0.600], [-2.881, -1.994, -1.598], [-4.050, -2.196, -2.500], [-4.631, -0.883, -3.152], [-3.657, 0.253, -3.414], [-3.333, 1.265, -2.408], [-4.045, 1.265, -1.079], [-4.095, -0.104, -0.350], [0.372, -0.011, -2.053], [-2.209, -1.074, 0.244], [-2.231, -2.872, -1.474], [-4.920, -2.642, -1.946], [-3.784, -2.947, -3.277], [-5.077, -1.236, -4.107], [-5.459, -0.523, -2.512], [-3.499, 0.479, -4.472], [-2.904, 2.222, -2.721], [-5.076, 1.638, -1.205], [-3.540, 1.960, -0.392], [-4.145, 0.097, 0.744], [-5.048, -0.620, -0.570], [0.616, 0.252, -1.027], [0.806, 0.663, -2.784], [0.740, -1.031, -2.206], [2.277, -2.188, -0.607], [3.064, -1.736, 0.232], [2.611, -1.088, 1.395], [3.877, -0.242, 2.257], [3.727, 1.166, 2.005], [4.004, -0.719, 3.608], [5.078, -1.024, 1.260], [6.429, -0.992, 1.603], [7.323, -1.714, 0.801], [6.840, -2.422, -0.314], [5.463, -2.462, -0.606], [4.550, -1.782, 0.236], [6.761, -0.439, 2.473], [8.390, -1.725, 1.042], [7.555, -2.968, -0.943], [5.097, -3.024, -1.469]],
  "atomic_forces_ev_per_a": [[0.211, 0.973, 0.237], [2.217, -0.396, 2.749], [-0.831, -0.410, 0.605], [-0.213, -0.060, -1.267], [-0.062, 0.343, 0.492], [0.392, -0.226, -0.533], [0.002, -0.235, -0.222], [0.289, -0.630, -0.422], [0.447, -0.453, -1.028], [0.079, 0.237, -0.319], [0.025, 0.137, 0.238], [0.454, 0.036, -0.020], [-0.362, -0.161, 0.087], [0.238, 0.364, 0.419], [0.114, -0.332, 0.271], [-0.116, -0.157, 0.031], [0.386, 0.693, -0.647], [-0.295, -0.243, -0.191], [-0.188, -0.083, -0.088], [0.028, 0.263, 0.321], [0.108, -0.332, 0.014], [0.052, -0.131, -0.503], [0.306, 0.192, 0.089], [-0.123, -0.446, 0.228], [1.318, -0.602, -0.452], [-0.307, -0.767, -0.191], [0.185, 0.145, 0.849], [-1.366, -0.155, -0.732], [-0.493, -1.107, 0.007], [0.375, 0.426, -0.170], [-0.561, -0.422, -0.093], [-0.547, 0.046, 0.991], [-0.774, 0.808, 0.567], [-0.017, -0.914, -0.195], [-0.064, -0.030, -0.355], [-0.074, 0.512, 0.017], [0.861, 0.114, -0.169], [-0.143, 0.692, 0.406], [0.237, 0.608, 0.519], [0.416, -0.012, -0.560], [0.145, 0.172, 0.379], [-0.289, -0.274, -0.243], [0.257, 0.075, 0.002], [-0.090, -0.015, -0.401], [0.014, -0.091, -0.662], [0.685, -0.019, 0.060], [-0.154, 0.343, -0.120], [0.045, 0.056, 0.081], [0.079, 0.291, -0.150], [1.378, 0.832, 1.625], [-1.532, -0.897, -2.038], [-2.713, 1.251, 0.553], [0.800, 0.024, 0.324], [-0.276, -0.777, 0.105], [-0.296, 0.374, -0.840], [0.930, 0.034, 0.661], [-0.012, -0.205, -0.451], [-0.483, 0.066, -0.099], [-0.400, 0.108, 0.137], [-0.255, 0.034, 0.161], [0.738, -0.083, -0.493], [0.047, -0.004, -0.076], [-0.444, 0.025, -0.104], [-0.481, 0.264, 0.244], [0.102, 0.131, 0.366]]
}

=====

(2)
{
  "formula": "C16H26O9S4",
  "method": "the ωB97M-V functional and the def2-TZVPD basis",
  "e_homo_ev": -9.423,
  "homo_lumo_gap_ev": 8.2,
  "lumo_energy_ev": -1.20,
  "smiles": "O=C1OC(=O)C(C[SH](=O)=O)=C1CCCS.O=S1(=O)CCCC1.O=S1(=O)CCCC1",
  "species": ["O", "C", "O", "C", "O", "C", "C", "S", "O", "O", "C", "C", "C", "C", "S", "H", "H", "H", "H", "H", "H", "H", "H", "H", "H", "C", "C", "C", "S", "O", "O", "C", "H", "H", "H", "H", "H", "H", "H", "H", "C", "C", "C", "S", "O", "O", "C", "H", "H", "H", "H", "H", "H", "H", "H"],
  "xyz": [[-1.158, -0.483, -0.613], [-0.265, 0.278, -0.797], [0.924, -0.088, -1.363], [1.598, 1.078, -1.722], [2.499, 1.043, -2.491], [0.908, 2.221, -1.039], [1.359, 3.650, -0.978], [3.080, 3.992, -0.599], [3.424, 5.196, -1.298], [3.876, 2.811, -0.704], [-0.236, 1.740, -0.530], [-1.377, 2.379, 0.192], [-1.927, 3.652, -0.482], [-3.416, 3.847, -0.248], [-3.871, 4.181, 1.471], [0.808, 4.128, -0.163], [1.103, 4.197, -1.886], [2.984, 4.304, 0.715], [-2.182, 1.639, 0.178], [-1.105, 2.556, 1.234], [-1.762, 3.553, -1.560], [-1.386, 4.539, -0.148], [-3.983, 2.993, -0.620], [-3.756, 4.720, -0.806], [-3.337, 3.084, 2.014], [-5.558, -4.057, -0.052], [-4.050, -4.016, -0.341], [-3.551, -2.615, 0.031], [-4.647, -2.020, 1.326], [-5.379, -0.883, 0.826], [-3.939, -1.940, 2.577], [-5.735, -3.444, 1.334], [-5.953, -5.071, -0.090], [-6.095, -3.460, -0.792], [-3.541, -4.764, 0.270], [-3.833, -4.242, -1.384], [-2.535, -2.614, 0.413], [-3.629, -1.917, -0.799], [-6.748, -3.111, 1.548], [-5.386, -4.114, 2.118], [5.110, -2.789, 0.026], [5.331, -1.622, -0.948], [4.837, -0.348, -0.253], [5.032, -0.629, 1.510], [3.725, -0.651, 2.121], [6.071, 0.218, 2.038], [5.632, -2.312, 1.378], [5.620, -3.693, -0.301], [4.044, -3.012, 0.101], [6.395, -1.530, -1.175], [4.807, -1.776, -1.890], [5.407, 0.534, -0.531], [3.781, -0.175, -0.440], [5.264, -2.885, 2.225], [6.721, -2.270, 1.397]],
  "atomic_forces_ev_per_a": [[-0.138, -0.276, 0.167], [0.051, 0.007, -0.062], [-0.047, 0.020, -0.323], [0.151, -0.021, -0.090], [-0.045, 0.178, 0.138], [-0.204, -0.077, 0.271], [-0.497, -0.274, 0.058], [0.177, 0.258, -0.324], [-0.084, -0.087, 0.125], [0.031, -0.188, 0.097], [0.396, 0.366, 0.199], [-0.315, 0.027, -0.413], [0.271, -0.176, -0.110], [-0.006, 0.003, -0.068], [-0.004, 0.232, 0.079], [0.037, 0.099, -0.082], [0.293, -0.008, -0.082], [-0.035, -0.031, 0.081], [0.067, -0.072, 0.238], [-0.001, -0.012, 0.042], [-0.047, 0.089, -0.004], [-0.025, 0.039, 0.001], [0.039, -0.051, 0.028], [-0.033, 0.005, 0.069], [-0.039, -0.155, 0.006], [0.065, 0.047, -0.015], [-0.071, 0.043, 0.063], [0.083, -0.243, -0.147], [0.073, -0.130, -0.012], [0.000, 0.090, 0.032], [-0.032, 0.115, 0.034], [-0.087, -0.153, -0.116], [-0.006, -0.007, -0.003], [-0.021, 0.004, 0.008], [-0.009, 0.001, 0.020], [0.012, -0.001, -0.007], [0.002, 0.116, 0.024], [-0.022, 0.059, 0.039], [0.030, 0.085, 0.044], [0.022, 0.022, 0.023], [-0.027, 0.072, -0.024], [0.005, -0.035, 0.097], [0.104, -0.096, -0.308], [0.084, 0.010, -0.098], [-0.018, 0.053, 0.053], [-0.070, 0.030, 0.096], [-0.017, -0.185, -0.116], [0.002, -0.010, 0.000], [-0.003, -0.013, 0.014], [0.012, -0.009, 0.023], [-0.007, 0.020, -0.012], [-0.074, 0.084, 0.086], [-0.016, 0.018, 0.094], [-0.015, 0.082, 0.056], [0.009, 0.036, 0.014]]
}

=====

(3)
{
  "formula": "C19H13InN6O5Se",
  "method": "the ωB97M-V functional and the def2-TZVPD basis",
  "e_homo_ev": -8.895,
  "homo_lumo_gap_ev": 7.4,
  "lumo_energy_ev": -1.45,
  "species": ["In", "O", "C", "O", "C", "C", "C", "N", "C", "C", "C", "O", "O", "H", "H", "H", "N", "C", "O", "C", "C", "N", "C", "N", "H", "H", "C", "N", "C", "Se", "N", "C", "C", "C", "C", "C", "C", "H", "H", "H", "H", "H", "H", "H", "H"],
  "xyz": [[-1.966, -0.281, 1.508], [4.935, -1.420, 0.897], [4.034, -0.691, 1.291], [4.021, 0.536, 1.602], [2.609, -1.229, 1.345], [1.943, -1.584, 0.174], [0.570, -1.658, 0.188], [-0.139, -1.436, 1.305], [0.508, -1.226, 2.473], [1.877, -1.143, 2.526], [-0.333, -0.933, 3.721], [0.201, -0.956, 4.801], [-1.599, -0.667, 3.507], [2.493, -1.709, -0.749], [-0.001, -1.848, -0.713], [2.347, -0.882, 3.465], [-5.356, -2.980, 1.395], [-4.547, -2.014, 0.955], [-3.490, -1.770, 1.620], [-4.871, -1.304, -0.245], [-3.811, -0.497, -0.626], [-2.772, 0.026, -0.720], [-6.045, -1.536, -0.991], [-7.011, -1.719, -1.591], [-6.208, -3.207, 0.910], [-5.126, -3.449, 2.253], [-1.057, 2.573, -1.608], [0.201, 2.104, -1.052], [0.495, 1.887, 0.245], [-0.710, 2.006, 1.695], [1.797, 1.602, 0.342], [2.367, 1.588, -0.919], [3.660, 1.305, -1.350], [3.871, 1.370, -2.714], [2.846, 1.704, -3.613], [1.564, 1.982, -3.181], [1.350, 1.913, -1.809], [-1.715, 2.861, -0.794], [-1.531, 1.788, -2.190], [-0.857, 3.433, -2.246], [2.333, 1.315, 1.183], [4.432, 1.029, -0.644], [4.857, 1.151, -3.100], [3.065, 1.739, -4.672], [0.772, 2.231, -3.873]],
  "atomic_forces_ev_per_a": [[0.069, -0.254, -0.096], [0.025, 0.069, -0.007], [-0.061, -0.020, -0.075], [-0.142, 0.042, -0.041], [0.015, -0.074, 0.122], [0.052, -0.076, -0.026], [-0.056, 0.005, -0.020], [0.045, 0.056, 0.002], [-0.019, -0.057, -0.009], [-0.014, 0.081, 0.052], [-0.153, -0.014, 0.064], [0.057, -0.051, -0.029], [0.126, -0.011, -0.054], [-0.004, -0.039, 0.012], [-0.006, 0.025, -0.004], [0.004, -0.046, -0.001], [-0.024, 0.058, 0.041], [-0.095, 0.037, -0.153], [-0.028, 0.083, 0.099], [0.138, -0.132, 0.203], [0.126, -0.159, -0.184], [-0.016, 0.142, 0.169], [0.016, 0.243, -0.119], [-0.030, -0.113, 0.063], [0.008, -0.009, -0.012], [-0.006, 0.017, 0.014], [-0.021, 0.015, -0.034], [-0.053, 0.033, 0.058], [0.040, -0.127, -0.246], [-0.104, 0.277, 0.064], [-0.177, -0.045, 0.297], [0.017, 0.066, -0.065], [0.012, -0.033, -0.028], [0.011, -0.011, 0.028], [-0.024, 0.013, 0.006], [0.021, 0.012, -0.016], [0.028, -0.043, -0.009], [-0.007, -0.010, 0.004], [0.017, -0.032, 0.008], [0.008, 0.022, 0.042], [0.188, 0.004, -0.110], [0.015, 0.056, -0.007], [-0.002, -0.002, -0.005], [0.005, 0.002, 0.001], [0.000, -0.001, 0.000]]
}

=====

(4)
{
  "formula": "C6H10",
  "method": "the ωB97M-V functional and the def2-TZVPD basis",
  "e_homo_ev": -8.838,
  "homo_lumo_gap_ev": 9.9,
  "lumo_energy_ev": 1.08,
  "smiles": "C=CC=C(C)C",
  "species": ["C", "C", "C", "C", "C", "C", "H", "H", "H", "H", "H", "H", "H", "H", "H", "H"],
  "xyz": [[0.434, -1.569, 0.559], [-0.298, -0.213, 0.654], [0.170, 0.904, 0.097], [1.193, 1.084, -0.969], [0.842, 1.287, -2.252], [-1.624, -0.317, 1.435], [1.521, -1.723, 0.529], [-0.081, -2.089, -0.240], [0.063, -2.165, 1.486], [-0.255, 1.969, 0.306], [2.193, 0.822, -0.709], [-0.035, 1.325, -2.731], [1.672, 1.594, -2.999], [-2.232, 0.662, 1.555], [-1.277, -0.582, 2.332], [-2.285, -0.986, 0.948]],
  "atomic_forces_ev_per_a": [[-2.131, -0.897, 1.770], [0.492, 0.212, -0.173], [-0.917, 2.407, -0.134], [-1.353, -1.353, -0.721], [5.832, 0.947, 0.650], [-0.040, 3.825, -2.960], [-0.406, 0.826, -0.307], [0.369, -0.429, -0.491], [0.794, 0.875, -1.319], [-0.080, -2.217, -0.135], [0.960, 0.558, -0.025], [-3.731, 0.237, -0.796], [-1.061, -1.006, 1.297], [1.361, -1.319, -0.399], [0.371, -1.587, 3.924], [-0.457, -1.079, -0.182]]
}